Molecular formula: H13O6
Method: DFT, wB97M-V/def2-TZVPD

The calculation puts the HOMO energy (spin up / spin down) at -2.79 / -11.67 eV. The value obtained for the energy relative to the best compared isomer or geometry (same formula, charge and spin) is 0.0 kJ/mol. The multiplicity is 2. As for the net charge: 0. Its expectation value of S² is 0.751. The value obtained for the LUMO energy (spin up / spin down) is 0.0194 / 0.0082 hartree. As for the orbital gap (spin up / spin down): 3.3 / 11.9 eV.

```
19
Properties=species:S:1:pos:R:3:mulliken_charge:R:1
O 2.141 0.229 -0.393 -0.85
H 3.072 0.380 -0.638 0.35
H 1.912 -0.608 -0.837 0.34
O 0.189 2.058 -0.139 -0.85
H 0.468 2.974 -0.300 0.30
H 1.018 1.525 -0.202 0.36
O -0.584 0.576 2.112 -1.11
H -0.408 1.202 1.359 0.44
H -1.151 1.040 2.750 0.48
O -0.598 -1.947 -0.974 -0.81
H -1.105 -2.696 -1.318 0.37
H -1.024 -1.104 -1.270 0.49
O -1.536 0.430 -1.766 -1.02
H -1.188 1.171 -1.234 0.35
H -1.959 0.836 -2.511 0.39
O 0.081 -1.696 1.471 -0.43
H -0.172 -1.840 0.478 0.33
H 1.067 -1.780 1.572 0.38
H -0.225 -0.750 1.838 0.48
```

=====

Molecular formula: H13O6
Method: DFT, wB97M-V/def2-TZVPD

The calculation puts the HOMO energy at -15.17 eV. The value obtained for the energy relative to the best compared isomer or geometry (same formula, charge and spin) is 52.6 kJ/mol. As for the net charge: +1. The value obtained for the LUMO energy is -0.1020 hartree. As for the orbital gap: 12.4 eV.

```
19
Properties=species:S:1:pos:R:3:mulliken_charge:R:1
O 1.412 -0.531 -0.895 -0.62
H 2.260 -0.898 -1.169 0.32
H 0.971 -0.268 -1.712 0.33
O 1.786 -1.992 3.039 -0.65
H 2.166 -2.517 3.754 0.32
H 2.532 -1.872 2.434 0.31
O -0.529 -0.550 2.882 -0.60
H 0.324 -0.971 3.122 0.36
H -1.145 -0.814 3.582 0.34
O -1.099 0.664 -1.569 -0.72
H -1.480 -0.218 -1.643 0.32
H -1.189 1.121 -2.434 0.34
O -1.518 1.642 -4.124 -0.69
H -1.068 2.270 -4.705 0.33
H -2.437 1.937 -4.096 0.34
O -0.352 0.796 0.850 -0.39
H -0.435 0.477 -0.103 0.49
H 0.390 1.393 1.023 0.38
H -0.587 0.333 1.763 0.50
```

=====

Molecular formula: H13O6
Method: DFT, wB97M-V/def2-TZVPD

The calculation puts the HOMO energy at -14.84 eV. The value obtained for the energy relative to the best compared isomer or geometry (same formula, charge and spin) is 68.1 kJ/mol. As for the net charge: +1. The value obtained for the LUMO energy is -0.1192 hartree. As for the orbital gap: 11.6 eV.

```
19
Properties=species:S:1:pos:R:3:mulliken_charge:R:1
O 0.089 -0.870 -0.305 -0.36
H 1.071 -0.774 -0.089 0.55
H -0.460 -0.572 0.466 0.43
H -0.065 -0.320 -1.140 0.47
O -2.729 -0.285 -0.281 -0.59
H -3.014 0.126 -1.106 0.29
H -3.407 -0.025 0.356 0.31
O 0.958 1.888 1.131 -0.60
H 0.011 1.916 1.304 0.29
H 1.078 2.398 0.319 0.31
O 2.702 -1.181 0.031 -0.62
H 3.333 -1.334 -0.684 0.29
H 3.226 -1.205 0.842 0.30
O -0.428 -0.517 2.320 -0.64
H -0.367 -1.238 2.961 0.28
H -1.277 -0.094 2.510 0.32
O -0.074 0.530 -2.562 -0.65
H -1.007 0.514 -2.816 0.30
H 0.362 1.044 -3.255 0.32
```

=====

Molecular formula: H14IO7
Method: DFT, wB97M-V/def2-TZVPD

The calculation puts the HOMO energy at -5.75 eV. The value obtained for the energy relative to the best compared isomer or geometry (same formula, charge and spin) is 37.3 kJ/mol. As for the net charge: -1. The value obtained for the LUMO energy is 0.1084 hartree. As for the orbital gap: 8.7 eV.

```
22
Properties=species:S:1:pos:R:3:mulliken_charge:R:1
I 0.456 0.106 -0.133 -0.54
O 2.191 -2.565 1.338 -0.65
H 1.500 -1.972 1.043 0.24
H 2.988 -2.228 0.929 0.32
O 1.186 2.852 2.149 -0.64
H 1.026 2.135 1.536 0.27
H 0.483 3.478 1.975 0.30
O -1.142 -1.865 2.483 -0.56
H -1.213 -2.804 2.311 0.28
H -0.951 -1.478 1.629 0.22
O 3.445 1.294 -1.897 -0.61
H 3.671 1.158 -2.817 0.27
H 2.638 0.795 -1.772 0.24
O -1.717 2.213 -2.173 -0.65
H -2.291 1.597 -2.629 0.31
H -1.337 1.703 -1.458 0.30
O -2.754 0.526 1.269 -0.61
H -1.920 0.139 1.003 0.21
H -2.509 1.275 1.812 0.31
O -1.639 -2.149 -2.204 -0.64
H -1.001 -2.766 -2.562 0.30
H -1.109 -1.443 -1.834 0.32
```

=====

Molecular formula: H14IO7
Method: DFT, wB97M-V/def2-TZVPD

The calculation puts the HOMO energy at -5.75 eV. The value obtained for the energy relative to the best compared isomer or geometry (same formula, charge and spin) is 19.1 kJ/mol. As for the net charge: -1. The value obtained for the LUMO energy is 0.1069 hartree. As for the orbital gap: 8.7 eV.

```
22
Properties=species:S:1:pos:R:3:mulliken_charge:R:1
I -0.432 0.569 0.060 -0.40
O -0.424 -0.124 -3.562 -0.62
H -0.307 0.045 -2.628 0.24
H 0.094 -0.911 -3.730 0.27
O -0.303 1.644 3.335 -0.67
H -0.035 1.322 2.474 0.20
H -1.002 1.050 3.607 0.40
O 1.393 -2.163 -1.331 -0.63
H 0.512 -2.194 -1.705 0.31
H 1.265 -1.829 -0.443 0.34
O -2.485 -0.616 3.066 -0.66
H -1.967 -0.390 2.294 0.25
H -2.142 -1.464 3.346 0.31
O 3.051 1.222 -1.298 -0.65
H 2.892 2.155 -1.155 0.31
H 2.362 0.782 -0.799 0.36
O -2.801 1.491 -2.261 -0.63
H -2.218 1.637 -3.006 0.33
H -2.213 1.391 -1.512 0.12
O 1.975 -1.171 1.780 -0.64
H 1.424 -1.893 2.083 0.32
H 1.363 -0.551 1.385 0.14
```

=====

Molecular formula: H14LiO7
Method: DFT, wB97M-V/def2-TZVPD

The calculation puts the HOMO energy at -13.64 eV. The value obtained for the energy relative to the best compared isomer or geometry (same formula, charge and spin) is 148.0 kJ/mol. As for the net charge: +1. The value obtained for the LUMO energy is -0.1261 hartree. As for the orbital gap: 10.2 eV.

```
22
Properties=species:S:1:pos:R:3:mulliken_charge:R:1
Li 0.213 -0.039 -0.130 0.82
O 0.634 -0.288 1.728 -0.60
H 1.160 -1.115 2.034 0.36
H 0.824 0.322 2.367 0.21
O 1.066 2.124 0.042 -0.47
H 1.141 2.165 0.932 0.22
H 1.139 2.952 -0.276 0.24
O -0.378 0.822 -2.348 -0.59
H 0.018 1.624 -1.846 0.34
H -0.496 1.036 -3.260 0.28
O -0.540 -2.016 -0.653 -0.55
H 0.016 -2.870 -0.823 0.28
H -1.077 -2.009 -1.424 0.30
O -1.933 0.740 0.170 -0.48
H -2.119 1.395 0.826 0.29
H -2.648 0.853 -0.484 0.27
O -1.523 -1.744 2.491 -0.65
H -0.771 -1.322 2.043 0.35
H -2.300 -1.385 1.938 0.34
O 2.155 -0.370 -1.135 -0.46
H 2.559 -1.112 -1.325 0.23
H 2.859 0.236 -0.868 0.28
```

=====

Molecular formula: H14MnO7
Method: DFT, wB97M-V/def2-TZVPD

The calculation puts the HOMO energy (spin up / spin down) at -18.44 / -19.67 eV. The value obtained for the energy relative to the best compared isomer or geometry (same formula, charge and spin) is 29.6 kJ/mol. The multiplicity is 6. As for the net charge: +2. Its expectation value of S² is 8.752. The value obtained for the LUMO energy (spin up / spin down) is -0.2533 / -0.2526 hartree. As for the orbital gap (spin up / spin down): 11.5 / 12.8 eV.

```
22
Properties=species:S:1:pos:R:3:mulliken_charge:R:1
Mn 16.741 -5.471 4.294 1.13
O 18.058 -5.405 6.106 -0.44
H 17.748 -4.789 6.787 0.30
H 18.890 -5.832 6.314 0.28
O 16.294 -4.679 2.130 -0.44
H 16.507 -4.748 1.231 0.25
H 15.704 -3.911 2.191 0.30
O 18.761 -5.582 3.448 -0.43
H 19.528 -6.106 3.574 0.27
H 19.092 -4.950 2.781 0.29
O 17.071 -7.698 4.839 -0.46
H 17.119 -7.997 5.748 0.31
H 16.893 -8.487 4.330 0.28
O 15.121 -5.453 5.864 -0.49
H 15.158 -5.253 6.836 0.28
H 14.284 -5.124 5.557 0.34
O 14.919 -6.686 3.460 -0.60
H 15.223 -7.300 2.794 0.34
H 14.736 -7.332 4.188 0.38
O 16.644 -3.376 4.686 -0.50
H 16.744 -2.832 3.911 0.32
H 16.169 -2.938 5.391 0.30
```

=====

Molecular formula: H14N3O16Zn
Method: DFT, wB97M-V/def2-TZVPD

The calculation puts the HOMO energy (spin up / spin down) at -2.07 / -2.07 eV. The multiplicity is 2. As for the net charge: -2. Its expectation value of S² is 0.751. The value obtained for the LUMO energy (spin up / spin down) is 0.1395 / 0.1174 hartree. As for the orbital gap (spin up / spin down): 5.9 / 5.3 eV.

```
34
Properties=species:S:1:pos:R:3:mulliken_charge:R:1
Zn -11.072 -7.318 -16.626 -0.54
N -14.187 -8.091 -17.317 0.66
O -15.002 -8.686 -16.683 -0.63
O -14.618 -7.648 -18.389 -0.40
O -13.023 -7.796 -17.050 -0.04
N -10.506 -9.963 -14.689 0.85
O -9.352 -9.776 -14.330 -0.65
O -10.935 -9.136 -15.517 -0.13
O -11.239 -10.804 -14.229 -0.54
N -17.085 -5.945 -20.693 0.87
O -18.303 -5.789 -20.728 -0.70
O -16.334 -4.982 -20.949 -0.68
O -16.556 -7.008 -20.453 -0.49
O -17.460 -7.443 -17.388 -0.62
H -16.719 -8.043 -17.475 0.38
H -17.231 -6.698 -17.944 0.29
O -15.546 -9.445 -20.387 -0.65
H -15.465 -8.689 -19.806 0.37
H -14.730 -9.452 -20.888 0.29
O -13.732 -5.960 -20.291 -0.62
H -14.276 -6.712 -20.057 0.42
H -12.844 -6.314 -20.343 0.22
O -15.781 -5.278 -16.844 -0.65
H -15.093 -4.834 -16.349 0.24
H -15.382 -6.101 -17.125 0.29
O -11.298 -5.690 -17.733 -0.09
H -11.490 -5.661 -18.671 0.24
H -11.299 -4.773 -17.459 0.26
O -16.617 -8.765 -14.229 -0.64
H -15.988 -8.900 -14.938 0.40
H -16.797 -7.825 -14.244 0.31
O -13.632 -11.505 -16.388 -0.64
H -12.700 -11.319 -16.506 0.29
H -14.010 -10.671 -16.110 0.32
```

=====

Calculated total energy in Ha, matching the order above: -459.126362 -458.998300 -458.992403 -832.893856 -832.900784 -542.437790 -1685.581029 -3155.491171